# 1
This record from OMol25 describes C39H42Cl2F5N2STi as an isolated structure. The level of theory is the ωB97M-V functional and the def2-TZVPD basis.

Energy relative to the best compared isomer or geometry (same formula, charge and spin) in kcal per mole: 6.3
HOMO (spin up / spin down) in hartree: -0.1080 / -0.1847
Charge: -1
2S+1: 3
Kohn-Sham gap (spin up / spin down) in eV: 5.523 / 7.608

Last column: Mulliken spin population.
Geometry (Å):
Ti  0.65901  0.32611  -0.39470  1.352
C  -0.02602  -0.58479  4.85341  0.004
C  1.25105  -0.69739  4.01225  0.018
C  1.09024  -1.74972  2.92024  0.035
C  1.78719  0.67095  3.59518  -0.060
C  2.73088  1.22030  4.46308  -0.001
C  3.29065  2.46396  4.24954  0.003
C  2.88897  3.20030  3.15047  -0.001
C  1.94674  2.70415  2.25822  -0.002
C  1.44287  3.59591  1.14372  0.060
C  0.19957  4.35726  1.61343  0.000
C  2.48723  4.56497  0.59596  0.002
C  1.40627  1.42108  2.46763  -0.002
N  0.46053  0.88417  1.53703  -0.097
C  -0.79526  0.78282  2.00088  0.332
C  -1.81635  -0.11467  1.58429  0.120
C  -2.99056  -0.08035  2.38099  0.107
C  -4.00479  -0.99497  2.26810  -0.073
C  -3.87624  -2.02446  1.33217  0.141
C  -2.77307  -2.07250  0.50730  -0.092
C  -1.74304  -1.10897  0.54775  0.112
N  -0.71880  -1.11118  -0.38459  -0.016
C  -0.79023  -2.11862  -1.39952  0.017
C  -0.07420  -3.31600  -1.23985  -0.037
C  -0.18194  -4.30601  -2.21185  0.008
C  -0.97798  -4.13024  -3.32822  -0.001
C  -1.66465  -2.94002  -3.49059  0.005
C  -1.58276  -1.91981  -2.54822  -0.046
C  -2.35357  -0.63613  -2.79371  0.041
C  -2.21044  -0.14819  -4.24028  0.000
C  -3.84380  -0.77885  -2.46839  -0.007
C  0.76319  -3.57181  -0.00252  -0.020
C  2.07637  -4.29272  -0.30330  0.001
C  -0.04789  -4.35396  1.03527  0.000
H  -0.24557  -1.54676  5.32319  -0.001
H  -0.88483  -0.31839  4.23683  -0.003
H  0.08366  0.16511  5.63934  0.000
H  2.02271  -1.08544  4.68479  0.004
H  0.22079  -1.57031  2.28964  0.008
H  0.95149  -2.72641  3.39199  -0.001
H  1.97255  -1.79843  2.28585  -0.012
H  3.03754  0.63815  5.32521  0.000
H  4.03113  2.85609  4.93590  0.000
H  3.31035  4.18276  2.98381  0.000
H  1.11934  2.96655  0.31703  -0.026
H  0.44573  5.00336  2.46120  -0.001
H  -0.58711  3.66663  1.91937  0.004
H  -0.20060  4.96968  0.80320  0.002
H  2.70700  5.37147  1.30026  -0.001
H  2.10573  5.02835  -0.31586  0.001
H  3.42108  4.05563  0.35464  0.001
H  -1.04091  1.39434  2.86961  -0.034
H  -3.05868  0.69920  3.13230  0.002
H  -4.87393  -0.92813  2.90999  -0.003
H  -4.64504  -2.78132  1.23468  0.008
H  -2.70824  -2.86561  -0.22606  0.000
H  0.36773  -5.23058  -2.08890  0.000
H  -1.05470  -4.91278  -4.07389  0.000
H  -2.27786  -2.79427  -4.37159  0.000
H  -1.94337  0.12670  -2.13141  -0.017
H  -2.82154  -0.74496  -4.92281  0.000
H  -1.17834  -0.19582  -4.58755  0.000
H  -2.55097  0.88675  -4.31889  0.000
H  -4.29028  -1.57625  -3.07059  -0.001
H  -4.36330  0.15323  -2.70289  0.000
H  -4.01407  -1.00411  -1.41711  0.006
H  1.01240  -2.60292  0.42842  0.056
H  1.91182  -5.33601  -0.58429  0.000
H  2.70683  -4.28812  0.58756  0.000
H  2.62490  -3.79663  -1.10353  0.001
H  -0.37497  -5.31059  0.61738  0.000
H  -0.93312  -3.80004  1.35077  0.002
H  0.56017  -4.55955  1.91923  0.000
Cl  1.01158  0.60478  -3.00490  0.007
C  0.10505  2.00507  -3.55248  -0.002
C  0.27709  2.34360  -4.88116  -0.001
C  -0.42353  3.41666  -5.40264  0.004
C  -1.28072  4.12625  -4.57465  -0.001
C  -1.42435  3.76430  -3.24831  0.000
Cl  -2.51337  4.71114  -2.27846  0.000
C  -0.73953  2.68004  -2.65833  0.003
S  -0.96812  2.25937  -0.99329  0.011
H  0.94991  1.75935  -5.49361  0.001
H  -0.30691  3.69790  -6.44019  0.001
H  -1.84363  4.97021  -4.94866  0.000
F  2.91550  -1.26632  -1.68975  0.010
C  2.74023  -0.62354  -0.45450  0.079
F  3.26602  -1.52150  0.46214  0.003
C  3.71645  0.56013  -0.47582  -0.016
F  4.27422  0.80253  0.71078  0.002
F  2.96871  1.67188  -0.79056  0.009
F  4.70066  0.50686  -1.38362  0.000

---

# 2
This record from OMol25 describes C39H42Cl3GeN6O5PtS as an isolated structure. The level of theory is the ωB97M-V functional and the def2-TZVPD basis.

Energy relative to the best compared isomer or geometry (same formula, charge and spin) in kcal per mole: 0.0
HOMO in hartree: -0.3987
Charge: +1
2S+1: 1
Kohn-Sham gap in eV: 6.712

Last column: Löwdin charge in e.
Geometry (Å):
Pt  -0.74567  -0.33343  1.83409  1.363
Cl  -7.22376  -2.31447  4.64661  0.705
C  -5.84022  -1.93484  3.68350  -0.665
C  -5.36964  -0.63813  3.63853  -0.121
C  -4.26192  -0.33974  2.86113  -0.589
Cl  -3.74518  1.30984  2.78136  0.781
C  -3.58235  -1.30972  2.12146  -0.467
O  -2.53243  -1.06087  1.33049  -0.316
C  -4.10188  -2.61475  2.20804  -0.554
Cl  -3.32275  -3.90311  1.33859  0.738
C  -5.21334  -2.93590  2.95956  -0.124
H  -5.86233  0.14814  4.19186  0.112
H  -5.57790  -3.95228  2.98950  0.111
O  -1.28982  1.58961  1.37054  -0.172
C  -1.16742  1.38210  0.11672  -0.577
O  -0.70080  0.24119  -0.20454  -0.103
C  -1.59512  2.38764  -0.88989  -0.130
C  -1.65436  1.83541  -2.31172  -0.246
Ge  0.03940  1.67104  -3.31658  1.018
C  1.44895  0.50582  -2.60588  -0.276
C  2.15626  0.82278  -1.44163  -0.131
C  3.26538  0.08613  -1.05076  -0.082
C  3.69510  -0.98619  -1.82624  -0.079
C  3.00382  -1.31943  -2.98118  -0.092
C  1.88717  -0.58089  -3.36421  -0.107
C  -0.43554  0.99973  -5.08126  -0.291
C  0.41761  1.24796  -6.15740  -0.105
C  0.12991  0.75532  -7.42174  -0.075
C  -1.02058  0.00596  -7.62914  -0.081
C  -1.88150  -0.24531  -6.57141  -0.085
C  -1.58844  0.24936  -5.30644  -0.112
C  0.76339  3.47640  -3.43675  -0.276
C  -0.08953  4.52599  -3.78498  -0.108
C  0.38672  5.82291  -3.90411  -0.079
C  1.73041  6.08993  -3.67837  -0.080
C  2.59205  5.05776  -3.34012  -0.077
C  2.11082  3.75983  -3.22030  -0.102
H  -0.92648  3.25201  -0.81362  0.137
H  -2.57265  2.73638  -0.54496  0.138
H  -2.22537  2.54046  -2.92061  0.076
H  -2.22037  0.90203  -2.32637  0.069
H  1.85406  1.67074  -0.83515  0.106
H  3.80633  0.34956  -0.15060  0.094
H  4.56950  -1.55090  -1.52965  0.112
H  3.34396  -2.14095  -3.59985  0.108
H  1.37727  -0.83294  -4.28804  0.095
H  1.31465  1.84068  -6.01072  0.107
H  0.79967  0.96001  -8.24687  0.107
H  -1.24870  -0.37500  -8.61594  0.106
H  -2.78465  -0.82014  -6.73207  0.104
H  -2.28028  0.04837  -4.49515  0.087
H  -1.13934  4.33553  -3.98326  0.098
H  -0.28741  6.62380  -4.17892  0.106
H  2.10517  7.10066  -3.77319  0.107
H  3.64202  5.26074  -3.17294  0.106
H  2.80050  2.96416  -2.96371  0.092
C  1.79990  1.86032  5.08438  -0.026
N  0.46692  1.27347  4.93447  -0.176
C  -0.55206  2.22315  4.49073  -0.058
C  0.27218  -0.04118  4.92015  -0.632
S  -1.09721  -0.74988  4.07652  0.846
N  1.03165  -0.86505  5.62864  -0.164
C  1.70268  -0.45982  6.86710  -0.019
C  1.17294  -2.29300  5.31151  -0.042
H  1.97125  2.51144  4.22612  0.105
H  2.56519  1.09032  5.09691  0.056
H  1.86763  2.45493  5.99551  0.105
H  -0.40733  3.14701  5.04872  0.103
H  -1.54706  1.83685  4.68777  0.051
H  -0.44703  2.43126  3.42522  0.073
H  1.30260  0.48701  7.21748  0.096
H  2.78039  -0.39617  6.72293  0.080
H  1.49237  -1.22683  7.61194  0.105
H  0.97367  -2.47474  4.25954  0.054
H  0.49573  -2.88742  5.92534  0.101
H  2.20369  -2.56698  5.52828  0.097
N  1.10530  0.36582  2.12215  0.029
C  2.21585  0.01726  2.31653  -0.318
N  3.44548  -0.22207  2.42473  0.132
C  3.94114  -0.50270  3.62753  -0.342
N  4.38016  -0.72466  4.67231  0.147
O  1.91521  -2.92055  1.68219  0.135
C  0.87482  -2.63441  1.15783  -0.546
O  -0.21525  -2.26574  1.83282  -0.266
C  0.75300  -2.75875  -0.36749  -0.138
N  -0.66289  -2.55499  -0.85713  0.107
C  -0.97487  -3.65951  -1.81940  -0.098
C  -0.16688  -4.81711  -1.26264  -0.133
C  1.15597  -4.14595  -0.89438  -0.092
H  1.36941  -1.96917  -0.79658  0.132
H  -0.76539  -1.62434  -1.26491  0.147
H  -1.30921  -2.58088  -0.04985  0.103
H  -0.61180  -3.35267  -2.80039  0.138
H  -2.05037  -3.80864  -1.85411  0.130
H  -0.05031  -5.61825  -1.98875  0.127
H  -0.65872  -5.22874  -0.37854  0.121
H  1.77776  -4.03019  -1.78079  0.120
H  1.73114  -4.68540  -0.14605  0.128